64
Properties=species:S:1:pos:R:3 method="wB97M-V/def2-TZVPD" charge=+1 e_above_lowest_kj_mol=0.0 e_lumo_ha=-0.16361 homo_energy_ev=-10.7960
O 2.64 -0.01 -0.54
C 2.59 -1.20 -0.20
N 1.40 -1.81 0.16
C 0.13 -1.09 0.22
C -0.73 -1.33 -1.01
C -1.04 -2.83 -1.32
C -2.34 -2.77 -2.12
C -2.75 -1.27 -2.07
N -2.03 -0.70 -0.91
N 3.66 -2.09 -0.15
C 4.97 -1.82 -0.53
C 5.88 -2.89 -0.65
C 7.19 -2.64 -1.06
C 8.15 -3.79 -1.26
F 9.44 -3.45 -0.94
F 7.83 -4.88 -0.50
F 8.17 -4.22 -2.57
C 7.64 -1.34 -1.33
C 6.73 -0.30 -1.17
C 7.23 1.11 -1.43
F 6.26 2.06 -1.24
F 8.27 1.44 -0.60
F 7.68 1.27 -2.71
C 5.42 -0.51 -0.79
H 1.45 -2.73 0.58
H -0.40 -1.43 1.12
H 0.34 -0.03 0.29
H -0.17 -0.92 -1.89
H -0.21 -3.30 -1.84
H -1.20 -3.38 -0.38
H -2.21 -3.08 -3.16
H -3.10 -3.42 -1.66
H -2.38 -0.75 -2.98
H -3.83 -1.14 -2.06
H -1.97 0.31 -0.95
H 3.43 -3.05 0.10
H 5.57 -3.91 -0.45
H 8.66 -1.16 -1.65
H 4.72 0.31 -0.70
C -0.65 2.24 2.30
N -1.99 2.42 1.75
C -2.28 3.73 1.14
C -2.94 1.51 1.94
C -4.35 1.85 1.79
C -4.87 2.21 0.52
C -6.20 2.52 0.36
C -7.10 2.49 1.43
C -8.54 2.80 1.16
C -6.60 2.17 2.70
C -5.26 1.86 2.89
H -0.01 3.02 1.87
H -0.69 2.36 3.39
H -0.22 1.26 2.06
H -1.36 4.29 1.24
H -2.53 3.66 0.08
H -3.09 4.22 1.67
H -2.62 0.56 2.38
H -4.20 2.23 -0.34
H -6.58 2.82 -0.63
H -9.15 2.74 2.07
H -8.69 3.80 0.73
H -8.97 2.08 0.44
H -7.30 2.20 3.55
H -4.87 1.65 3.89



64
Properties=species:S:1:pos:R:3 method="wB97M-V/def2-TZVPD" charge=+1 e_lumo_ha=-0.11354 homo_energy_ev=-9.1897
K 0.72 -0.93 -0.45
N 2.77 -3.86 2.83
C 1.95 -2.93 2.30
S 2.59 -1.34 2.11
N 0.73 -3.35 2.05
N -0.07 -2.58 1.30
C -1.32 -2.85 1.36
C -2.30 -2.18 0.53
C -3.59 -2.72 0.43
C -4.53 -2.10 -0.37
C -4.17 -0.96 -1.06
C -2.88 -0.49 -0.91
N -1.96 -1.06 -0.13
H 3.72 -3.61 3.04
H 2.46 -4.81 2.92
H -1.68 -3.63 2.04
H -3.83 -3.62 0.98
H -5.53 -2.51 -0.46
H -4.87 -0.44 -1.70
H -2.56 0.41 -1.43
C 1.55 4.67 -2.65
C 1.57 4.08 -3.91
C 1.51 2.70 -4.04
C 1.42 1.91 -2.89
C 1.40 2.51 -1.63
C 1.47 3.89 -1.51
N 1.38 0.51 -2.87
N 1.41 -0.06 -3.97
C 1.34 -1.46 -3.94
C 1.65 -2.12 -5.13
C 1.58 -3.50 -5.17
C 1.18 -4.18 -4.03
C 0.89 -3.44 -2.90
N 0.97 -2.12 -2.84
H 1.62 5.75 -2.56
H 1.63 4.70 -4.79
H 1.54 2.23 -5.01
H 1.34 1.86 -0.77
H 1.47 4.35 -0.53
H 1.96 -1.53 -5.99
H 1.81 -4.03 -6.08
H 1.10 -5.26 -4.02
H 0.58 -3.94 -1.98
C -0.96 1.04 4.28
C -0.52 0.18 3.06
N -0.10 1.04 1.97
C 1.10 1.78 2.35
C 0.84 2.59 3.64
N -0.63 2.47 3.95
C -1.45 2.93 2.78
C -1.16 1.97 1.60
H -0.43 0.77 5.19
H -2.03 0.99 4.47
H -1.34 -0.45 2.73
H 0.32 -0.47 3.32
H 1.38 2.45 1.53
H 1.91 1.07 2.51
H 1.08 3.65 3.54
H 1.38 2.18 4.49
H -0.85 3.06 4.75
H -1.18 3.96 2.56
H -2.50 2.90 3.08
H -0.85 2.53 0.72
H -2.04 1.39 1.34



60
Properties=species:S:1:pos:R:3 method="wB97M-V/def2-TZVPD" charge=+3 e_lumo_ha="-0.41614 / -0.41612" homo_energy_ev="-17.0501 / -17.0501"
Pd 1.04 1.00 -1.12
C -1.55 2.76 -1.81
Si -2.23 0.41 -0.53
C -0.18 -1.28 -1.34
N 1.21 -0.98 -0.94
C 1.54 -1.35 0.51
C 2.50 -2.53 0.58
C 2.08 -3.59 -0.43
C 2.29 -3.06 -1.86
C 2.21 -1.53 -1.92
C -3.73 -0.05 -1.40
C -3.75 -0.23 -2.79
C -4.94 -0.52 -3.44
C -6.11 -0.64 -2.70
C -6.10 -0.47 -1.32
C -4.92 -0.18 -0.67
C -1.94 0.13 1.24
C -1.49 1.12 2.12
C -1.27 0.81 3.45
C -1.50 -0.48 3.92
C -1.96 -1.47 3.06
C -2.19 -1.17 1.72
H -1.27 3.81 -1.78
H -1.49 2.19 -2.75
H -0.20 -1.76 -2.31
H -0.68 -1.91 -0.59
H 0.60 -1.59 0.99
H 1.94 -0.46 1.00
H 2.44 -2.92 1.60
H 3.53 -2.22 0.42
H 1.03 -3.85 -0.27
H 2.64 -4.51 -0.29
H 1.57 -3.51 -2.55
H 3.28 -3.33 -2.23
H 1.92 -1.18 -2.91
H 3.17 -1.06 -1.68
H -2.84 -0.16 -3.38
H -4.95 -0.66 -4.51
H -7.04 -0.88 -3.20
H -7.02 -0.57 -0.75
H -4.92 -0.05 0.41
H -1.33 2.13 1.78
H -0.95 1.58 4.14
H -1.35 -0.71 4.96
H -2.16 -2.46 3.43
H -2.59 -1.94 1.07
O -1.94 2.22 -0.78
O -0.84 0.00 -1.45
S 2.98 2.10 -1.21
C 3.59 2.59 0.37
N 3.81 3.91 0.53
C 4.40 4.45 1.62
C 4.81 3.63 2.64
C 4.61 2.26 2.51
C 4.01 1.74 1.38
H 3.55 4.54 -0.22
H 4.53 5.52 1.61
H 5.29 4.06 3.51
H 4.95 1.59 3.29
H 3.89 0.67 1.25



59
Properties=species:S:1:pos:R:3 method="wB97M-V/def2-TZVPD" smiles="CC1=Nc2cc(C(=O)NCCCN3CCOCC3)ccc2Sc2c(C)ccc(C)c21" e_above_lowest_kj_mol=102.3 e_lumo_ha=0.02264 homo_energy_ev=-8.3154
C -2.10 1.96 -3.62
C -1.12 1.16 -2.83
N -1.47 0.00 -2.45
C -0.65 -0.97 -1.95
C -1.05 -1.72 -0.84
C -0.31 -2.81 -0.41
C -0.68 -3.61 0.80
O -0.41 -4.79 0.91
N -1.32 -2.90 1.75
C -1.53 -3.43 3.08
C -0.61 -2.74 4.09
C -0.92 -1.26 4.26
N -0.74 -0.49 3.03
C -1.49 0.75 3.04
C -1.32 1.45 1.69
O 0.03 1.73 1.42
C 0.78 0.53 1.41
C 0.66 -0.21 2.74
C 0.83 -3.20 -1.12
C 1.25 -2.46 -2.21
C 0.53 -1.35 -2.61
S 1.11 -0.39 -4.00
C 1.34 1.13 -3.07
C 2.62 1.63 -2.88
C 3.81 0.95 -3.47
C 2.75 2.78 -2.12
C 1.64 3.39 -1.56
C 0.36 2.90 -1.76
C -0.80 3.58 -1.10
C 0.21 1.76 -2.55
H -3.11 1.61 -3.45
H -2.03 3.02 -3.40
H -1.86 1.83 -4.67
H -1.98 -1.45 -0.35
H -1.31 -1.89 1.72
H -1.32 -4.50 3.04
H -2.57 -3.28 3.37
H 0.43 -2.88 3.78
H -0.73 -3.23 5.07
H -1.97 -1.16 4.55
H -0.31 -0.84 5.07
H -2.54 0.54 3.21
H -1.13 1.43 3.84
H -1.84 2.42 1.70
H -1.74 0.82 0.90
H 1.81 0.82 1.22
H 0.43 -0.12 0.60
H 1.21 -1.15 2.68
H 1.11 0.41 3.54
H 1.37 -4.07 -0.79
H 2.13 -2.74 -2.76
H 3.84 -0.10 -3.15
H 3.75 0.96 -4.56
H 4.73 1.44 -3.16
H 3.73 3.20 -1.95
H 1.77 4.27 -0.95
H -1.67 2.93 -1.04
H -1.08 4.48 -1.65
H -0.52 3.88 -0.10



61
Properties=species:S:1:pos:R:3 method="wB97M-V/def2-TZVPD" smiles="Cc1ccc(S(=O)(=O)N2CCN([C@H]3CC(=O)N(CCc4ccccc4)C3=O)CC2)cc1C" e_above_lowest_kj_mol=153.3 e_lumo_ha=0.02503 homo_energy_ev=-8.2334
C 6.51 2.96 1.37
C 5.64 1.86 0.86
C 5.47 0.70 1.61
C 4.67 -0.33 1.16
C 4.04 -0.20 -0.06
S 2.98 -1.49 -0.69
O 2.98 -2.59 0.24
O 3.34 -1.78 -2.05
N 1.52 -0.67 -0.72
C 0.61 -1.03 -1.79
C -0.13 -2.33 -1.45
N -0.83 -2.26 -0.17
C -2.16 -1.69 -0.17
C -2.97 -2.20 1.03
C -3.12 -1.01 1.95
O -3.55 -0.99 3.07
N -2.69 0.10 1.26
C -2.87 1.45 1.76
C -4.34 1.87 1.68
C -4.85 1.66 0.28
C -4.60 2.61 -0.71
C -4.99 2.38 -2.02
C -5.63 1.20 -2.35
C -5.89 0.25 -1.37
C -5.50 0.49 -0.07
C -2.22 -0.16 -0.01
O -1.90 0.68 -0.81
C 0.07 -1.86 0.89
C 0.88 -0.59 0.57
C 4.20 0.94 -0.83
C 5.00 1.98 -0.38
C 5.17 3.21 -1.21
H 6.93 2.71 2.34
H 7.33 3.16 0.68
H 5.94 3.89 1.47
H 5.96 0.61 2.57
H 4.53 -1.24 1.73
H 1.21 -1.16 -2.69
H -0.10 -0.20 -1.93
H -0.84 -2.58 -2.23
H 0.61 -3.13 -1.36
H -2.63 -1.95 -1.13
H -2.47 -3.03 1.53
H -3.96 -2.54 0.73
H -2.25 2.10 1.14
H -2.52 1.48 2.80
H -4.92 1.27 2.38
H -4.42 2.92 1.97
H -4.08 3.52 -0.46
H -4.78 3.11 -2.78
H -5.93 1.01 -3.37
H -6.40 -0.67 -1.63
H -5.71 -0.25 0.70
H -0.48 -1.73 1.82
H 0.79 -2.68 1.02
H 1.66 -0.45 1.32
H 0.24 0.30 0.57
H 3.69 0.99 -1.78
H 4.83 4.09 -0.67
H 4.60 3.13 -2.13
H 6.22 3.36 -1.46



62
Properties=species:S:1:pos:R:3 method="wB97M-V/def2-TZVPD" smiles="CC(C)C[C@@H](NS(=O)(=O)c1ccc2c(c1)oc(=O)n2C)C(=O)N[C@H]1CCCc2ccccc21" e_above_lowest_kj_mol=25.1 e_lumo_ha=0.01142 homo_energy_ev=-8.7678
C -1.39 -4.34 -0.69
C -1.14 -3.16 0.26
C -1.63 -3.53 1.66
C 0.34 -2.77 0.31
C 0.86 -2.15 -0.98
N 0.11 -0.95 -1.31
S 0.12 0.41 -0.33
O 0.84 0.16 0.88
O 0.52 1.51 -1.16
C -1.62 0.56 0.05
C -2.06 0.20 1.31
C -3.41 0.25 1.63
C -4.28 0.66 0.64
C -3.81 1.03 -0.64
C -2.47 0.98 -0.96
O -4.87 1.40 -1.41
C -6.00 1.28 -0.65
O -7.11 1.53 -1.03
N -5.64 0.83 0.60
C -6.58 0.59 1.66
C 2.38 -1.94 -0.86
O 3.10 -2.87 -0.56
N 2.83 -0.71 -1.17
C 4.20 -0.29 -0.90
C 4.71 0.55 -2.06
C 4.10 1.95 -2.02
C 4.57 2.67 -0.76
C 4.34 1.84 0.47
C 4.28 2.47 1.71
C 4.08 1.75 2.87
C 3.95 0.37 2.81
C 4.02 -0.27 1.59
C 4.21 0.46 0.42
H -0.77 -5.19 -0.40
H -1.14 -4.07 -1.72
H -2.43 -4.64 -0.66
H -1.72 -2.30 -0.10
H -1.07 -4.39 2.04
H -1.48 -2.70 2.35
H -2.68 -3.78 1.65
H 0.49 -2.05 1.12
H 0.95 -3.65 0.52
H 0.71 -2.86 -1.81
H 0.19 -0.67 -2.28
H -1.32 -0.10 2.03
H -3.76 -0.03 2.61
H -2.09 1.27 -1.92
H -7.57 0.83 1.27
H -6.36 1.23 2.52
H -6.55 -0.45 1.97
H 2.18 0.05 -1.26
H 4.78 -1.21 -0.80
H 4.46 0.05 -3.00
H 5.80 0.63 -2.00
H 3.01 1.89 -2.01
H 4.40 2.52 -2.91
H 4.07 3.63 -0.66
H 5.65 2.87 -0.84
H 4.38 3.55 1.76
H 4.03 2.26 3.83
H 3.80 -0.20 3.71
H 3.91 -1.34 1.52



70
Properties=species:S:1:pos:R:3 method="wB97M-V/def2-TZVPD" charge=-1 e_above_lowest_kj_mol=36.7 e_lumo_ha=0.01187 homo_energy_ev=-6.2831
N -1.36 0.09 0.65
O -0.23 0.18 0.19
O -1.96 -0.97 0.77
O -1.89 1.14 1.12
C 4.43 0.57 0.80
C 3.01 0.90 0.11
C 3.15 0.99 -1.47
C 4.43 1.22 -2.13
C 5.80 1.10 -1.23
C 5.70 0.72 0.24
N 4.52 1.55 -3.49
O 3.45 2.01 -4.06
O 5.67 1.72 -3.94
H 4.55 0.49 1.85
H 1.93 0.80 0.52
H 2.12 1.14 -1.86
H 6.84 1.42 -1.62
H 6.60 0.44 0.80
C -0.76 1.24 -2.74
C -1.21 -0.07 -3.13
C -0.91 -0.41 -4.54
C -0.37 0.61 -5.57
C 0.08 1.98 -4.98
C -0.09 2.18 -3.51
N -0.09 0.24 -6.94
O -1.07 -0.29 -7.54
O 1.04 0.15 -7.41
H -0.86 1.34 -1.72
H -1.54 -0.99 -2.45
H -1.12 -1.48 -4.92
H 0.55 2.60 -5.56
H 0.09 3.06 -3.12
C -2.89 -1.20 5.60
C -3.01 -1.48 4.08
C -3.71 -2.79 3.67
C -4.76 -3.30 4.67
C -4.44 -3.14 6.13
C -3.62 -1.98 6.58
N -5.81 -4.21 4.24
O -5.88 -4.52 3.00
O -6.76 -4.32 5.07
H -2.40 -0.49 5.94
H -2.40 -0.90 3.24
H -3.68 -3.15 2.71
H -5.08 -3.61 6.89
H -3.57 -1.65 7.64
C -1.68 4.07 -0.57
O -2.54 4.13 -1.46
N -0.50 4.68 -0.77
C 0.56 4.36 0.17
C -0.22 5.72 -1.81
H -1.85 3.46 0.39
H 1.23 3.70 -0.37
H 0.45 3.77 1.16
H 1.19 5.25 0.55
H -1.15 5.91 -2.27
H 0.56 5.48 -2.60
H 0.07 6.53 -1.25
C 1.13 -5.18 1.93
O 1.04 -5.71 3.06
N 1.10 -3.93 1.52
C 1.49 -3.53 0.18
C 0.35 -2.97 2.23
H 1.56 -5.74 1.09
H 2.45 -3.85 -0.16
H 1.30 -2.64 -0.16
H 0.90 -4.22 -0.60
H 0.51 -3.21 3.19
H -0.73 -3.08 2.00
H 0.32 -1.93 1.95